1.
The following is a quantum chemistry calculation of C38H47IrN5O as an isolated structure, from the OMol25 dataset.

Positions of all 92 atoms, in Å:
Ir (0.86800, -0.29143, -0.87365)
N (1.19894, -2.51055, 2.72817)
N (-0.40299, -2.55057, -2.66920)
C (1.35338, 1.88721, -1.08864)
C (2.53658, 1.12541, -0.74293)
C (2.43743, 0.82674, 0.66615)
C (3.40894, 0.02960, 1.47018)
H (4.25249, -0.28510, 0.84742)
H (2.86756, -0.88851, 1.83511)
H (3.75004, 0.51665, 2.38345)
C (1.24015, 1.39931, 1.17705)
C (0.81547, 1.26695, 2.59619)
H (1.32049, 1.97634, 3.27264)
H (1.04882, 0.25667, 2.96944)
H (-0.26394, 1.42165, 2.70562)
C (0.52852, 1.97904, 0.09883)
C (-0.74226, 2.74394, 0.20172)
H (-1.48441, 2.19479, 0.79129)
H (-1.16518, 2.94627, -0.78687)
H (-0.57085, 3.70903, 0.69851)
C (3.77574, 0.99151, -1.56975)
H (4.53702, 1.73211, -1.28073)
H (3.56010, 1.14653, -2.63019)
H (4.22114, 0.00193, -1.43051)
C (1.26040, 2.78143, -2.28302)
H (0.22560, 3.08083, -2.47070)
H (1.63839, 2.27284, -3.17540)
H (1.85251, 3.69943, -2.14322)
C (0.63055, -3.50189, 3.41301)
H (1.04198, -3.74335, 4.39861)
C (-0.47669, -4.20579, 2.94083)
H (-0.96239, -4.93370, 3.57795)
C (-0.91162, -4.00228, 1.64525)
H (-1.77437, -4.50441, 1.22320)
C (-0.19534, -3.08027, 0.86745)
H (-0.39559, -2.90489, -0.18685)
C (0.86311, -2.35034, 1.43700)
C (1.68992, -1.37657, 0.68343)
H (2.58736, -1.90000, 0.28539)
C (0.13582, -1.32504, -2.45176)
C (0.25801, -3.07700, -3.74162)
H (0.45511, -4.12855, -3.90745)
C (0.74898, -2.05146, -4.50949)
H (1.09795, -2.05131, -5.52797)
N (0.51859, -0.89371, -3.75812)
C (0.45814, 0.39316, -4.32624)
C (1.45180, 0.72527, -5.28956)
C (1.20830, 1.77488, -6.17725)
H (1.95579, 1.99507, -6.94849)
C (0.02891, 2.51651, -6.11162)
C (-0.22249, 3.62152, -7.09474)
H (-0.77525, 4.44382, -6.62931)
H (-0.80843, 3.27817, -7.95921)
H (0.73124, 4.00571, -7.47375)
C (-0.94158, 2.18702, -5.15641)
H (-1.88542, 2.72458, -5.10341)
C (-0.75309, 1.12354, -4.26182)
C (-1.84246, 0.75980, -3.30596)
H (-2.16946, -0.28138, -3.42080)
H (-2.69747, 1.40475, -3.51982)
H (-1.56053, 0.92380, -2.25296)
C (2.73179, -0.04536, -5.38446)
H (2.59861, -1.00735, -5.89245)
H (3.20544, -0.23095, -4.41026)
H (3.43869, 0.51708, -6.00251)
C (-0.29050, 0.75231, 6.58202)
C (-1.72621, 0.41357, 6.22669)
N (-1.85802, -0.25026, 4.92113)
C (-1.23601, -1.56265, 4.81538)
C (-1.30253, -2.42586, 6.07723)
C (-2.81974, 0.21619, 4.04534)
O (-3.62099, 1.08712, 4.39434)
C (-2.85885, -0.27683, 2.62584)
C (-4.06995, -0.22276, 1.92032)
C (-4.04540, -0.44393, 0.54904)
C (-2.80804, -0.58801, -0.09339)
N (-1.64752, -0.55830, 0.55860)
C (-1.68762, -0.53044, 1.90148)
H (0.32034, -0.14376, 6.75054)
H (-0.29264, 1.34756, 7.50295)
H (0.17208, 1.35660, 5.78980)
H (-2.14583, -0.26471, 6.98454)
H (-2.33315, 1.32235, 6.18471)
H (-1.70404, -2.10254, 3.98295)
H (-0.18020, -1.42394, 4.52899)
H (-2.34536, -2.55405, 6.39166)
H (-0.89804, -3.41697, 5.84434)
H (-0.71232, -1.99686, 6.89396)
H (-4.98558, -0.00363, 2.45757)
H (-4.94648, -0.48632, -0.05147)
H (-2.75699, -0.74574, -1.17129)
H (-0.75232, -0.75725, 2.42197)

Atoms 1-2, force components in eV/Å:
-0.7 0.6 2.1
0.9 -0.7 0.0

Results
E: -52499.5730 eV
Spin multiplicity: 5
Total charge: -1
HOMO-LUMO gap (alpha / beta): 2.91 / 6.60 eV
Molar mass: 782.05 g/mol
E_HOMO (alpha / beta): -0.55 / -4.79 eV

Atomic partial charges in e from the Löwdin method, atoms 1 to 5: atom 1 (Ir): 1.300, atom 2 (N): 0.085, atom 3 (N): 0.023, atom 4 (C): -0.335, atom 5 (C): -0.382

***

2.
The following is a quantum chemistry calculation of C25H18Cl2IrN10O4 as an isolated structure, from the OMol25 dataset.

Positions of all 60 atoms, in Å:
Ir (0.80712, -0.72477, 0.33337)
C (-0.37597, 2.31768, -0.30502)
N (-0.92897, 0.99509, -0.06305)
C (-2.10350, 0.95053, 0.79292)
C (-2.38505, -0.48313, 1.10215)
N (-1.85768, -1.46949, 0.42560)
C (-2.48339, -2.61446, 0.88841)
C (-2.45103, -3.93621, 0.45006)
C (-3.24563, -4.84969, 1.11142)
C (-4.06146, -4.48772, 2.18400)
C (-4.14740, -3.17757, 2.60373)
C (-3.36679, -2.25600, 1.93025)
N (-3.29620, -0.88693, 2.02312)
C (0.93425, 2.15382, -0.99904)
N (1.41829, 0.98651, -1.34261)
C (2.59684, 1.23803, -2.01037)
C (3.50299, 0.38282, -2.62612)
C (4.62470, 0.95213, -3.19397)
C (4.85178, 2.32986, -3.16552)
C (3.94862, 3.19627, -2.58316)
C (2.81717, 2.63314, -2.01936)
N (1.72843, 3.18307, -1.38145)
H (-0.22073, 2.82677, 0.65417)
H (-1.04380, 2.94798, -0.91716)
H (-1.16590, 0.55915, -0.95346)
H (-2.98828, 1.40168, 0.31151)
H (-1.92493, 1.51872, 1.71069)
H (-1.86795, -4.24631, -0.40061)
H (-3.23738, -5.87968, 0.79008)
H (-4.65211, -5.24456, 2.67695)
H (-4.79833, -2.87624, 3.40865)
H (-3.73836, -0.32193, 2.72897)
H (3.31989, -0.67859, -2.64949)
H (5.35194, 0.31574, -3.67324)
H (5.75224, 2.72624, -3.61179)
H (4.12496, 4.25966, -2.55509)
H (1.58514, 4.15588, -1.16807)
O (0.51866, -2.43105, -1.16198)
N (0.50214, -3.38222, -0.33767)
O (0.47127, -4.51890, -0.71655)
O (0.50014, -3.08187, 0.86474)
Cl (3.99490, 1.41490, 0.84684)
C (4.72805, 0.00194, 0.23072)
C (6.04211, 0.00626, -0.16425)
C (6.62235, -1.15637, -0.66203)
C (5.88267, -2.32901, -0.76995)
C (4.56428, -2.34957, -0.38278)
Cl (3.62120, -3.76960, -0.52451)
C (3.89896, -1.17127, 0.12049)
N (2.65450, -1.19299, 0.42151)
H (6.61644, 0.91646, -0.08174)
H (7.65923, -1.14628, -0.95295)
H (6.33157, -3.23647, -1.14578)
O (1.28078, 0.42046, 2.05217)
N (0.67724, 1.41738, 2.53980)
C (-0.31707, 1.44335, 3.41442)
C (-0.91770, 0.32256, 4.01052)
N (-1.48923, -0.57340, 4.45320)
C (-0.91027, 2.67745, 3.71546)
N (-1.44990, 3.67077, 3.93421)

Atoms 1-2, force components in eV/Å:
0.0 -0.3 -0.3
-0.1 0.3 0.2

Results
E: -77182.6700 eV
Spin multiplicity: 6
ΔE to the lowest compared entry with this formula, charge and spin: 0.0000 eV
HOMO-LUMO gap (alpha / beta): 7.25 / 6.90 eV
Molar mass: 785.61 g/mol
E_HOMO (alpha / beta): -7.44 / -8.54 eV

Atomic partial charges in e from the Löwdin method, atoms 1 to 5: atom 1 (Ir): 1.490, atom 2 (C): -0.127, atom 3 (N): -0.137, atom 4 (C): -0.124, atom 5 (C): -0.329

***

3.
The following is a quantum chemistry calculation of one molecule with the formula C20H26N2O4, from the OMol25 dataset.

Positions of all 52 atoms, in Å:
O (-2.92588, -2.15380, 1.35735)
C (-2.59887, -1.36641, 0.50298)
C (-3.14863, 0.03960, 0.45069)
C (-2.13922, 1.04841, -0.08883)
C (-0.91979, 1.17791, 0.85384)
C (-0.98678, 2.58557, 1.44657)
C (-1.62735, 3.39849, 0.32899)
C (-2.73716, 2.47186, -0.15963)
C (-1.73771, 0.55867, -1.47755)
C (-1.33096, -0.89420, -1.54865)
O (-0.70139, -1.33095, -2.48346)
N (-1.73692, -1.72651, -0.52075)
C (-1.33879, -3.13027, -0.61371)
C (0.16918, -3.37229, -0.44483)
N (0.58166, -3.17146, 0.93474)
C (1.11158, -1.87700, 1.27373)
C (2.64656, -1.70360, 1.15277)
C (3.17703, -2.00063, -0.25310)
O (2.54960, -1.17399, -1.20437)
C (2.46778, 0.13673, -0.81463)
C (2.10700, 1.08503, -1.76290)
C (2.04261, 2.42207, -1.41777)
C (2.35228, 2.82271, -0.12747)
C (2.68178, 1.88227, 0.83052)
C (2.72244, 0.53266, 0.50327)
O (3.00159, -0.37456, 1.49463)
H (-4.03515, 0.01666, -0.19186)
H (-3.47742, 0.30088, 1.45793)
H (0.00279, 1.07865, 0.28198)
H (-0.92731, 0.41408, 1.63032)
H (-1.62956, 2.59733, 2.32796)
H (-0.00277, 2.95401, 1.72892)
H (-2.00757, 4.36103, 0.66684)
H (-0.89940, 3.56996, -0.46511)
H (-3.07712, 2.72480, -1.16277)
H (-3.59170, 2.54446, 0.51503)
H (-2.58295, 0.66488, -2.16678)
H (-0.91549, 1.14955, -1.88696)
H (-1.88151, -3.66006, 0.16956)
H (-1.63771, -3.49482, -1.60033)
H (0.34983, -4.41209, -0.72524)
H (0.70433, -2.72961, -1.15131)
H (1.17448, -3.91494, 1.27733)
H (0.62847, -1.13563, 0.63606)
H (0.84859, -1.64843, 2.31356)
H (3.15506, -2.34279, 1.88299)
H (4.26237, -1.82272, -0.25991)
H (2.98254, -3.03113, -0.55313)
H (1.88463, 0.74251, -2.76093)
H (1.76358, 3.15302, -2.16135)
H (2.32341, 3.86836, 0.13787)
H (2.90388, 2.16576, 1.84692)

Atoms 1-2, force components in eV/Å:
-0.1 0.0 0.1
-0.4 0.4 0.2

Results
E: -32333.2285 eV
ΔE to the lowest compared entry with this formula, charge and spin: 1.0474 eV
HOMO-LUMO gap: 9.12 eV
SMILES string: O=C1CC2(CCCC2)CC(=O)N1CCNC[C@H]1COc2ccccc2O1
Molar mass: 358.44 g/mol
E_HOMO: -8.35 eV

Atomic partial charges in e from the Löwdin method, atoms 1 to 5: atom 1 (O): 0.099, atom 2 (C): -0.409, atom 3 (C): -0.035, atom 4 (C): -0.428, atom 5 (C): -0.110

***

4.
The following is a quantum chemistry calculation of C33H80FNO8S as an isolated structure, from the OMol25 dataset.

Positions of all 124 atoms, in Å:
C (0.90336, -0.26952, 1.09422)
C (0.17596, -1.61162, 1.26922)
C (0.32354, -2.49445, 0.01848)
C (-0.93591, -2.63808, -0.86568)
C (-1.86694, -1.41133, -0.90484)
C (-2.27272, -1.03303, -2.34398)
C (-3.51793, -1.72713, -2.90788)
C (-4.81173, -0.92434, -2.72416)
C (-5.17130, -0.50426, -1.29973)
C (-6.16432, 0.67908, -1.32300)
C (-5.38351, 1.95843, -1.70608)
C (-5.24641, 2.95971, -0.54941)
C (-4.06703, 2.61786, 0.36746)
N (-2.84519, 3.42696, 0.14502)
C (-1.67767, 2.80840, 0.82111)
C (-0.33507, 3.26724, 0.24217)
C (0.50887, 2.11297, -0.30264)
C (1.35977, 2.48185, -1.53065)
C (2.74745, 1.84819, -1.48455)
C (2.74303, 0.33506, -1.16515)
C (3.71940, -0.03610, -0.04972)
C (4.09938, -1.53000, -0.01970)
S (-2.98162, 5.02693, 0.57861)
O (-2.06491, 5.34615, 1.62190)
O (-2.99909, 5.83627, -0.58819)
F (-4.39670, 5.14733, 1.24027)
H (0.50523, 0.22733, 0.20787)
H (0.81723, 0.36902, 1.96959)
H (1.94691, -0.49279, 0.88262)
H (-0.86695, -1.44691, 1.53675)
H (0.63805, -2.10654, 2.12528)
H (0.61567, -3.49396, 0.34066)
H (1.15364, -2.10744, -0.57188)
H (-1.47341, -3.54442, -0.59558)
H (-0.58220, -2.80756, -1.88418)
H (-2.77514, -1.65434, -0.35634)
H (-1.39007, -0.53765, -0.46659)
H (-2.49353, 0.04090, -2.33977)
H (-1.41081, -1.17179, -2.99480)
H (-3.36957, -1.79114, -3.98958)
H (-3.62087, -2.75957, -2.57621)
H (-4.78236, -0.07067, -3.40253)
H (-5.64049, -1.55495, -3.05680)
H (-4.30876, -0.14030, -0.74474)
H (-5.61405, -1.36606, -0.80015)
H (-6.58873, 0.79621, -0.32679)
H (-6.95606, 0.46881, -2.03916)
H (-5.82006, 2.44641, -2.57433)
H (-4.37458, 1.64994, -1.98262)
H (-6.15400, 3.01330, 0.04888)
H (-5.11864, 3.95125, -0.98533)
H (-3.74508, 1.60372, 0.14907)
H (-4.36255, 2.63451, 1.41888)
H (-1.72591, 2.98123, 1.89516)
H (-1.78188, 1.74092, 0.64050)
H (0.22302, 3.72588, 1.05681)
H (-0.49592, 4.03598, -0.51143)
H (-0.11468, 1.25623, -0.56100)
H (1.20272, 1.77299, 0.46736)
H (1.46023, 3.56929, -1.55496)
H (0.84321, 2.22006, -2.45556)
H (3.26634, 2.01156, -2.42801)
H (3.32322, 2.36616, -0.71428)
H (3.04029, -0.21054, -2.06180)
H (1.74060, -0.00744, -0.91064)
H (3.27683, 0.21590, 0.91536)
H (4.63013, 0.54765, -0.17979)
H (3.75703, -2.07058, -0.89972)
H (5.18018, -1.65391, 0.02109)
H (3.67567, -1.99608, 0.86874)
C (-3.72701, -7.48813, -2.00160)
C (-4.23910, -6.07845, -2.23170)
O (-3.24810, -5.23736, -2.81605)
H (-2.84560, -7.47107, -1.36010)
H (-4.49003, -8.11091, -1.53254)
H (-3.43924, -7.95378, -2.94713)
H (-4.51078, -5.61088, -1.28622)
H (-5.13026, -6.09512, -2.86828)
H (-2.99807, -5.61645, -3.66322)
C (-7.81814, -3.33653, 2.51112)
C (-7.71177, -2.16342, 1.55482)
O (-7.84626, -2.56591, 0.19469)
H (-7.05810, -4.08340, 2.28036)
H (-7.68890, -3.01299, 3.54479)
H (-8.79444, -3.81900, 2.42330)
H (-6.73159, -1.69427, 1.63366)
H (-8.46848, -1.40779, 1.79198)
H (-8.71088, -2.97164, 0.08782)
C (5.59682, -1.11754, 3.83857)
C (4.38451, -0.58101, 3.10008)
O (3.60577, -1.62281, 2.51939)
H (6.22372, -1.70143, 3.16387)
H (6.19288, -0.30475, 4.25654)
H (5.29160, -1.77305, 4.65752)
H (4.69288, 0.05982, 2.27456)
H (3.75929, 0.01441, 3.77448)
H (3.30491, -2.19927, 3.22732)
C (-0.02039, 6.56972, -3.69267)
C (1.48307, 6.68393, -3.53178)
O (2.15239, 5.79696, -4.43135)
H (-0.33012, 5.54010, -3.51288)
H (-0.54260, 7.21958, -2.98839)
H (-0.33278, 6.83614, -4.70520)
H (1.77162, 6.38853, -2.52396)
H (1.84565, 7.70135, -3.71003)
H (1.91162, 6.05449, -5.32487)
C (7.59516, 0.84569, 1.40807)
C (8.10363, -0.24041, 0.48003)
O (7.45266, -0.20187, -0.78944)
H (6.51645, 0.75111, 1.54752)
H (8.08367, 0.77958, 2.38070)
H (7.78538, 1.83729, 0.98882)
H (7.89830, -1.22460, 0.89731)
H (9.18614, -0.14995, 0.34428)
H (7.62740, 0.65596, -1.18598)
C (7.17457, -0.60197, 5.48199)
C (7.54914, -1.64522, 4.44573)
O (8.78796, -1.34471, 3.80768)
H (7.11193, 0.38467, 5.02171)
H (6.21352, -0.83453, 5.94283)
H (7.92880, -0.55232, 6.27086)
H (6.80284, -1.68042, 3.65256)
H (7.60218, -2.63827, 4.90429)
H (9.47349, -1.32138, 4.48093)

Atoms 1-2, force components in eV/Å:
-0.9 -1.9 -0.1
0.5 0.2 0.4

Results
E: -66930.3556 eV
HOMO-LUMO gap: 9.27 eV
Molar mass: 670.07 g/mol
E_HOMO: -8.76 eV

Atomic partial charges in e from the Löwdin method, atoms 1 to 5: atom 1 (C): -0.142, atom 2 (C): -0.223, atom 3 (C): -0.183, atom 4 (C): -0.177, atom 5 (C): -0.196

***

Q: Among the records above, which one has the highest molar mass?
A: C25H18Cl2IrN10O4